Density functional theory data (wB97M-V/def2-TZVPD) for a molecular structure, C45H43BrHfN3OSSbSi at a distorted geometry.

Computed properties:
maximum force: 1.17 eV Å⁻¹
net charge: +2
ΔE to the lowest compared entry with this formula, charge and spin: 20.1 kcal/mol
electronic energy: -150472.223 eV
LUMO: -6.1 eV

```
97
C45H43BrHfN3OSSbSi (wB97M-V/def2-TZVPD)
Hf 0.50884 0.60741 0.99036
Br -3.01871 7.28821 1.91277
C -2.36179 5.52484 1.87967
C -3.23351 4.45692 2.11590
C -2.78716 3.15379 2.06940
C -1.45216 2.89347 1.77049
O -1.01967 1.63699 1.68276
C -0.55008 3.96549 1.59189
C 0.86088 3.74000 1.60188
N 1.44325 2.58494 1.46486
C 2.77620 2.41287 1.93319
C 3.84278 3.22796 1.68597
C 5.09835 2.92695 2.25965
C 5.25343 1.84478 3.07740
C 4.15588 0.99352 3.35630
C 4.20375 -0.09048 4.26074
C 3.07155 -0.82238 4.50227
C 1.90503 -0.53360 3.78286
N 1.81371 0.46775 2.92531
C 2.91600 1.26421 2.75399
C -1.02837 5.28776 1.65465
H -4.27297 4.66248 2.33613
H -3.45380 2.32090 2.24977
H 1.48419 4.59592 1.86247
H 3.73537 4.10184 1.05494
H 5.93732 3.57705 2.05372
H 6.21053 1.62978 3.53438
H 5.13220 -0.32524 4.76637
H 3.06801 -1.64330 5.20408
H 1.03015 -1.16140 3.89507
H -0.34295 6.11726 1.53399
C 4.16504 -4.25397 0.39296
Si 3.42697 -3.60437 -1.20141
C 4.54249 -3.98572 -2.65331
C 1.68874 -4.25141 -1.50712
C 3.33645 -1.69383 -1.08434
C 4.17188 -0.88726 -1.84111
C 4.08800 0.51137 -1.82406
C 3.11389 1.08850 -1.05939
N 2.28374 0.33405 -0.30706
C 2.41036 -1.01594 -0.27434
S 1.35004 -1.84539 0.85378
H 4.31294 -5.33407 0.33488
H 3.51614 -4.05365 1.24688
H 5.13769 -3.79839 0.58983
H 4.44892 -5.04352 -2.90749
H 5.59571 -3.79803 -2.43712
H 4.26991 -3.42198 -3.54863
H 1.72591 -5.09904 -2.19467
H 1.04222 -3.49567 -1.95983
H 1.21180 -4.58839 -0.58648
H 4.92030 -1.34666 -2.47608
H 4.75729 1.11950 -2.41473
H 2.94565 2.15729 -1.03222
C -3.08853 -0.77787 -3.95067
C -2.69079 -2.07654 -3.30649
C -2.96830 -3.27469 -3.96350
C -2.66401 -4.50258 -3.40009
C -2.06585 -4.56799 -2.14945
C -1.77928 -3.39327 -1.47731
C -2.09084 -2.16003 -2.04942
Sb -1.65073 -0.53662 -0.78322
C -2.82034 -0.90642 0.94516
C -2.09565 -1.16287 2.11335
C -2.72506 -1.45842 3.30801
C -4.11479 -1.49894 3.33656
C -4.84041 -1.28477 2.17833
C -4.21272 -1.00883 0.96033
C -5.05295 -0.87949 -0.27843
C -2.20392 1.40961 -1.45179
C -3.33812 2.05641 -0.97872
C -3.54109 3.40775 -1.22103
C -2.58666 4.13128 -1.91583
C -1.45683 3.48914 -2.40234
C -1.25432 2.12429 -2.20496
C -0.11266 1.45561 -2.93000
H -3.14275 -0.88946 -5.03213
H -2.39193 0.03147 -3.73288
H -4.07473 -0.45537 -3.60588
H -3.43488 -3.23731 -4.94032
H -2.89480 -5.41131 -3.93993
H -1.82210 -5.52263 -1.70335
H -1.31078 -3.44435 -0.49890
H -0.99894 -1.22126 2.10002
H -2.15249 -1.66911 4.20150
H -4.63127 -1.72358 4.26029
H -5.92160 -1.35000 2.20819
H -5.90657 -0.22115 -0.11197
H -5.44691 -1.85504 -0.57039
H -4.49099 -0.49341 -1.13040
H -4.06840 1.51071 -0.39315
H -4.43759 3.89444 -0.85953
H -2.72967 5.18840 -2.09845
H -0.73104 4.04910 -2.98073
H 0.62334 2.18948 -3.25711
H -0.47865 0.94891 -3.82696
H 0.40829 0.69668 -2.33859
```

Results of the Löwdin charge analysis, in e, for atoms 1 through 2:
1 Hf 1.471
2 Br 0.812

Density functional theory data (wB97M-V/def2-TZVPD) for a molecular structure, C45H44ClCsF4I2N8O9 at a distorted geometry.

Computed properties:
maximum force: 1.56 eV Å⁻¹
net charge: -2
ΔE to the lowest compared entry with this formula, charge and spin: 15.1 kcal/mol
electronic energy: -117857.869 eV
LUMO: 2.9 eV

```
114
C45H44ClCsF4I2N8O9 (wB97M-V/def2-TZVPD)
Cs 0.02616 -3.14648 0.21987
C -0.66906 1.38923 2.50349
N -1.18612 0.37064 3.40601
C -1.26988 0.90139 4.75284
C -0.33010 -0.81592 3.38190
C -1.02999 -2.09074 3.86626
N -1.48670 -2.89821 2.74315
C -2.15161 -4.01029 2.96126
C -2.65088 -4.76447 1.83752
F -2.45281 -4.24564 0.58218
C -3.33662 -5.94214 1.92505
F -3.75349 -6.53143 0.77681
C -3.62771 -6.54967 3.13941
C -3.17877 -5.85714 4.25201
F -3.42196 -6.38477 5.48070
C -2.49396 -4.66753 4.19403
F -2.12007 -4.11914 5.38635
H 0.36428 1.69181 2.74616
H -1.32508 2.26243 2.52820
H -0.65583 0.99835 1.48318
H -1.64846 0.14300 5.43971
H -1.95296 1.75481 4.77604
H -0.28717 1.24198 5.12425
H 0.58070 -0.61232 3.97015
H 0.02466 -0.96346 2.35989
H -1.86363 -1.80295 4.52027
H -0.32739 -2.64226 4.50618
H -4.15010 -7.48914 3.21085
I -8.83068 -1.67283 -1.19850
C -6.77070 -1.54358 -0.88047
C -6.29798 -0.86845 0.23043
C -4.92518 -0.77275 0.41941
I -4.12080 0.05813 2.13763
C -4.05671 -1.33560 -0.50994
O -2.69679 -1.21863 -0.31837
C -4.52991 -2.07207 -1.59518
C -3.62452 -2.92503 -2.47553
N -2.39563 -2.38168 -2.97945
C -2.47673 -1.20972 -3.82731
C -1.06424 -0.79293 -4.16253
C -0.62381 -0.62526 -5.46450
C 0.71398 -0.31902 -5.68170
C 1.55889 -0.20973 -4.59658
C 1.02973 -0.38766 -3.32322
N -0.25575 -0.65257 -3.10793
C -5.90586 -2.15474 -1.77363
H -6.97454 -0.43067 0.94967
H -4.22963 -3.28121 -3.31602
H -3.37047 -3.81099 -1.88584
H -1.74081 -2.18091 -2.23135
H -3.00258 -0.36223 -3.35160
H -3.02535 -1.45296 -4.74294
H -1.31214 -0.75612 -6.29006
H 1.08979 -0.19132 -6.68987
H 2.61437 -0.00495 -4.70968
H 1.65464 -0.30976 -2.43954
H -6.29606 -2.72256 -2.60893
O 2.74119 -3.16407 -2.39215
Cl 2.01763 -4.34763 -2.01624
O 2.36188 -5.45611 -2.85903
O 0.58284 -4.07445 -2.11987
O 2.30383 -4.67293 -0.62543
C -2.31497 2.61384 -3.74255
O -1.29007 2.51164 -2.78563
C -1.30691 3.38735 -1.73502
C -2.18417 4.44730 -1.61700
C -2.12094 5.28185 -0.50003
C -1.18295 5.03019 0.48162
C -0.30573 3.95577 0.37123
C -0.34590 3.11745 -0.73555
N 0.45793 2.01289 -0.92409
C 1.61695 1.63185 -0.22848
N 2.29003 2.68526 0.27286
C 3.27495 2.71441 1.31081
C 3.22284 1.80093 2.36316
C 4.27532 2.00806 3.28560
C 5.22949 3.00991 3.19453
C 5.19423 3.92565 2.13888
C 4.19563 3.76550 1.19172
O 4.03415 4.61610 0.09823
C 4.88335 5.72819 0.02848
N 1.85240 0.36506 -0.24286
C 3.08879 -0.21930 0.04962
C 3.06940 -1.47432 0.64549
C 4.22053 -2.19331 0.91470
C 5.44582 -1.65099 0.56856
C 5.49891 -0.42882 -0.09211
C 4.33420 0.26693 -0.38383
O 4.31475 1.40644 -1.14226
C 5.53467 2.07924 -1.33335
H -2.26867 3.56902 -4.27679
H -3.30270 2.51019 -3.28108
H -2.15302 1.79892 -4.44563
H -2.91775 4.63311 -2.38889
H -2.81209 6.10956 -0.40810
H -1.12963 5.65665 1.36327
H 0.40574 3.74980 1.16083
H 0.11143 1.30162 -1.55090
H 2.14894 3.54948 -0.22803
H 4.35037 1.34824 4.14997
H 6.00692 3.10570 3.94834
H 5.91975 4.72487 2.07307
H 4.58034 6.29951 -0.84836
H 5.93288 5.43149 -0.08373
H 4.79719 6.36012 0.91916
H 2.09182 -1.87121 0.87880
H 4.15248 -3.17350 1.36693
H 6.36468 -2.18466 0.77755
H 6.45668 -0.02686 -0.39314
H 5.28498 3.03236 -1.79725
H 6.20751 1.51824 -1.99354
H 6.03307 2.26737 -0.37709
O -2.89197 0.86882 -1.02608
N -2.11894 0.10915 -0.62953
```

Results of the Löwdin charge analysis, in e, for atoms 1 through 2:
1 Cs 1.355
2 C -0.136

Density functional theory data (wB97M-V/def2-TZVPD) for a molecular structure, C45H44ClFN4O5PS2SiSr at a distorted geometry.

Computed properties:
maximum force: 3.58 eV Å⁻¹
net charge: -1
ΔE to the lowest compared entry with this formula, charge and spin: 4.7 kcal/mol
electronic energy: -118495.511 eV
LUMO: 2.3 eV

```
105
C45H44ClFN4O5PS2SiSr (wB97M-V/def2-TZVPD)
Sr -0.81473 -0.42573 -0.42457
Cl -0.02597 1.38388 -3.81608
C -0.10035 3.07976 -3.44627
C -0.80279 3.89944 -4.34261
C -0.94817 5.21821 -4.05216
C -0.50559 5.75244 -2.84648
C 0.20243 4.86011 -1.98195
C 0.46867 3.52210 -2.23707
P 1.18950 2.39031 -0.94467
C 2.91304 1.99964 -1.40820
C 3.87196 1.78643 -0.40315
C 5.16453 1.37892 -0.68414
C 5.49164 1.13595 -2.00450
C 4.59874 1.31578 -3.02362
C 3.31155 1.69313 -2.70068
C 1.37295 3.55150 0.46751
C 0.43169 3.41539 1.45482
C 0.49425 4.27697 2.56385
C 1.54919 5.11602 2.71207
C 2.57309 5.13643 1.77075
C 2.47039 4.41115 0.58488
H -1.24677 3.54419 -5.24801
H -1.48839 5.83648 -4.80162
H -0.62708 6.75748 -2.54625
H 0.55291 5.26861 -1.09621
H 3.71512 2.02220 0.60193
H 5.92109 1.22179 0.05001
H 6.49961 0.80349 -2.18873
H 4.90640 1.08658 -4.03127
H 2.57657 1.77610 -3.48001
H -0.37753 2.82954 1.32326
H -0.29473 4.31916 3.34979
H 1.59792 5.81201 3.55458
H 3.44324 5.76164 1.91436
H 3.11647 4.50340 -0.22534
C -1.15313 -2.49563 1.66628
Si -2.91280 -1.77804 1.84894
C -3.41672 -2.03786 3.63155
C -3.84614 -2.82211 0.61767
N -2.76656 -0.19068 1.27522
C -3.22285 1.02432 1.56288
C -4.05307 1.40714 2.68511
C -4.34322 2.74402 2.97767
C -3.87610 3.75515 2.10957
C -3.13349 3.38639 0.98088
C -2.82146 2.10514 0.77544
F -1.99026 1.79342 -0.30981
H -1.02284 -3.26920 2.39467
H -0.27712 -1.81362 1.78710
H -1.15876 -3.00185 0.66693
H -3.22139 -3.11502 3.82516
H -4.49138 -2.02200 3.77841
H -3.04631 -1.33686 4.41602
H -3.45064 -3.83288 0.60691
H -3.63653 -2.40875 -0.36997
H -4.90237 -2.86371 0.76789
H -4.41653 0.62319 3.28444
H -4.85770 3.03129 3.83961
H -3.96730 4.79710 2.33305
H -2.72425 4.15764 0.29591
C 3.11335 2.60972 4.76421
O 4.10447 1.60861 4.30450
C 3.63513 0.90522 3.22995
C 4.62475 0.15198 2.54790
C 4.22964 -0.66785 1.53504
C 2.94383 -0.66488 0.98110
C 2.65407 -1.30006 -0.32980
C 3.76474 -2.14585 -1.00570
O 1.62570 -1.07402 -0.94857
C 1.96958 0.16237 1.63720
O 0.78571 0.28249 1.26208
C 2.33842 0.89557 2.82469
H 3.67390 3.23417 5.41315
H 2.33810 2.09942 5.30354
H 2.69406 3.21494 3.97069
H 5.60934 0.22166 2.90868
H 4.99659 -1.24414 1.02900
H 3.38994 -2.56618 -1.93522
H 4.07717 -3.00676 -0.38990
H 4.59297 -1.47192 -1.24850
H 1.56730 1.46291 3.26097
N -3.23558 -8.26250 0.23891
C -2.56043 -7.25659 -0.50806
C -1.70925 -6.35470 0.11484
C -0.96128 -5.48021 -0.62938
C -1.05437 -5.42103 -2.01975
C -1.94332 -6.26444 -2.63553
C -2.70888 -7.16468 -1.88452
S -0.01517 -4.21022 -2.86479
O -0.13407 -4.54086 -4.27507
O 1.28484 -4.34261 -2.26297
N -0.59272 -2.79626 -2.51122
C -1.76589 -2.39452 -3.01472
S -2.59928 -3.04212 -4.45883
C -3.79816 -1.74864 -4.32612
C -3.51567 -0.98069 -3.25081
N -2.41193 -1.34648 -2.54417
H -3.51174 -7.87718 1.11718
H -3.97298 -8.58152 -0.34960
H -1.56978 -6.37017 1.20293
H -0.30404 -4.79873 -0.04936
H -2.07166 -6.23577 -3.72782
H -3.33609 -7.80427 -2.47609
H -4.68508 -1.61369 -4.90917
H -4.04817 -0.09661 -2.95268
```

Results of the Löwdin charge analysis, in e, for atoms 1 through 2:
1 Sr 1.410
2 Cl 0.718

Density functional theory data (wB97M-V/def2-TZVPD) for a molecular structure, C45H44IrP2 at a distorted geometry.

Computed properties:
maximum force: 3.47 eV Å⁻¹
<S²>: 8.79
net charge: +2
spin multiplicity: 6
ΔE to the lowest compared entry with this formula, charge and spin: 1.8 kcal/mol
electronic energy: -68774.007 eV
LUMO (alpha / beta): -5.0 / -8.0 eV

```
92
C45H44IrP2 (wB97M-V/def2-TZVPD)
Ir 0.04496 0.30504 3.00288
C -1.64917 -0.30304 4.30479
C -2.08683 -0.46605 2.98458
C -2.89940 0.53508 2.19449
C -2.12325 1.60033 1.35995
C -0.83732 2.03209 2.00365
C -0.70850 2.25776 3.40191
C -1.83483 2.20489 4.42325
C -2.09204 0.84650 5.14067
C 1.63457 -0.44601 2.24451
H -1.30223 -1.18645 4.82185
H -2.21879 -1.51614 2.73328
H -3.58694 1.05230 2.87797
H -3.50016 -0.05798 1.48695
H -1.89331 1.24192 0.34115
H -2.80094 2.46251 1.21932
H -0.09537 2.55161 1.37663
H 0.14347 2.89662 3.68276
H -2.75978 2.54148 3.93308
H -1.62080 2.96387 5.18522
H -1.63671 0.82492 6.14503
H -3.17021 0.74057 5.33595
H 1.98821 -1.28661 2.86219
H 2.40780 0.34300 2.25468
H 1.42174 -0.75791 1.21541
P -0.38048 -1.55053 -3.43435
P 1.33897 0.76023 -3.55171
C -1.21608 -0.04992 -3.97999
C -0.37093 1.01041 -4.12566
C -0.86818 -2.78186 -4.69656
C -1.98446 -2.58755 -5.51339
C -2.24279 -3.47987 -6.55194
C -1.40149 -4.57926 -6.75197
C -0.32364 -4.81468 -5.89510
C -0.05126 -3.91244 -4.86924
C -1.40189 -2.03744 -2.03346
C -1.03780 -1.33331 -0.87380
C -1.68708 -1.62212 0.30825
C -2.76221 -2.51711 0.37146
C -3.13796 -3.18789 -0.79839
C -2.42841 -2.98802 -1.99251
C 2.16691 1.08889 -5.21545
C 1.97747 0.18474 -6.27896
C 2.48376 0.46808 -7.55232
C 3.18610 1.65896 -7.76434
C 3.42159 2.54280 -6.70760
C 2.92215 2.25001 -5.43522
C 1.62133 2.30400 -2.61797
C 2.86318 2.46663 -1.96749
C 3.15389 3.67558 -1.33758
C 2.22774 4.72527 -1.34060
C 0.97921 4.53798 -1.93580
C 0.66122 3.32039 -2.54300
H -2.30530 -0.05297 -4.12621
H -0.62662 1.96604 -4.60760
H -2.64102 -1.74669 -5.35172
H -3.09965 -3.31724 -7.19972
H -1.59592 -5.26922 -7.56621
H 0.30539 -5.69963 -6.01928
H 0.78857 -4.06683 -4.19713
H -0.23850 -0.58254 -0.88091
H -1.29176 -1.10822 1.19049
H -3.29671 -2.70253 1.30515
H -3.98928 -3.86729 -0.78495
H -2.66515 -3.57220 -2.88234
H 1.42557 -0.74461 -6.12033
H 2.32963 -0.23236 -8.37208
H 3.56536 1.88977 -8.75637
H 3.98972 3.45882 -6.87534
H 3.11791 2.94892 -4.62767
H 3.58211 1.64395 -1.98362
H 4.11231 3.78284 -0.82766
H 2.47479 5.66714 -0.84886
H 0.23990 5.33513 -1.91082
H -0.32963 3.18757 -2.96757
C 1.10323 -2.96662 7.51521
C 0.86138 -3.14146 6.13636
C 0.82333 -2.05057 5.26919
C 1.02864 -0.73272 5.75920
C 0.96148 0.44084 4.93621
C 1.35799 1.66178 5.46726
C 1.45273 1.84323 6.85680
C 1.31500 0.76975 7.70099
C 1.19828 -0.54133 7.18567
C 1.20499 -1.68272 8.03205
H 1.18731 -3.82743 8.18837
H 0.70717 -4.14613 5.75886
H 0.57877 -2.22196 4.21135
H 1.58032 2.50225 4.83276
H 1.62983 2.84121 7.23166
H 1.31102 0.91099 8.77632
H 1.31377 -1.50922 9.10511
```

Results of the Löwdin charge analysis, in e, for atoms 1 through 2:
1 Ir 1.367
2 C -0.261

ΔE to the lowest compared entry with this formula, charge and spin of number 3 (C45H44ClFN4O5PS2SiSr)? 4.7 kcal/mol